Record 1
The following is a DFT calculation (the ωB97M-V functional and the def2-TZVPD basis) of a molecular structure, C36H27Br2Cl2N4O6Ti at a distorted geometry.

Each line ends with the Mulliken charge.
CARTESIAN COORDINATES (ANGSTROEM)
Br (3.552, -0.874, -2.222)  -0.1691
Br (3.613, 4.240, -4.602)  -0.2795
Ti (-0.726, 0.739, -0.058)  0.4903
Cl (-6.237, -3.859, 1.052)  -0.2860
Cl (-1.355, -2.724, 3.039)  -0.2544
O (3.292, 4.389, 3.917)  -0.4626
O (0.835, 0.130, -1.172)  0.3877
O (-1.962, 1.748, 1.408)  -0.1160
O (-1.238, -0.816, 0.823)  0.4024
O (0.690, 1.661, 1.058)  -0.1144
O (-2.230, 0.563, -1.202)  -0.1010
N (-0.325, -3.911, -0.547)  -0.2867
N (1.636, -2.236, 0.946)  0.4738
N (1.983, -4.087, -0.417)  -0.1172
N (-0.308, 2.517, -1.450)  0.4233
C (-3.283, -0.215, -1.056)  -1.4339
C (-3.765, -3.178, 1.940)  -0.7500
C (-0.246, 3.795, 3.856)  -1.1042
C (-1.444, -3.449, -2.612)  -0.5248
C (-3.418, -1.193, -0.068)  1.7223
C (-2.928, 2.788, 3.266)  -2.0627
C (-0.227, -3.419, -3.275)  -0.4887
C (2.113, 3.865, 3.489)  1.0989
C (2.687, 0.782, -2.496)  -0.3900
C (0.876, 2.306, -2.089)  0.0693
C (-0.948, 3.652, -1.614)  0.8495
C (-2.605, -2.441, 1.868)  0.9336
C (1.454, 0.999, -1.883)  0.1470
C (3.068, -3.976, 1.747)  -0.8863
C (-0.420, 2.908, 2.770)  0.2531
C (-2.247, 3.868, -0.896)  -1.3761
C (2.727, 2.967, -3.503)  -0.0970
C (2.217, -3.416, 0.791)  0.1528
C (0.731, 2.491, 2.043)  0.0802
C (-4.755, -2.920, 0.978)  0.3680
C (-0.416, 4.672, -2.435)  -1.0843
C (0.938, -3.619, -2.558)  -0.6159
C (4.460, 4.001, 3.218)  -0.7696
C (0.836, -3.852, -1.188)  0.5658
C (-1.434, -3.703, -1.249)  -0.4095
C (-4.611, -1.973, 0.012)  -1.4451
C (3.311, 1.750, -3.291)  -0.4592
C (1.840, -1.577, 2.079)  -0.4677
C (-2.381, -1.467, 0.883)  -0.6106
C (-1.736, 2.437, 2.410)  0.8115
C (0.979, 4.277, 4.220)  -1.0389
C (2.675, -2.035, 3.089)  -1.0191
C (0.783, 4.498, -3.060)  -0.9368
C (1.484, 3.282, -2.905)  0.8027
C (1.998, 2.999, 2.431)  -0.5996
C (3.304, -3.259, 2.905)  -0.3548
H (-0.181, -3.212, -4.338)  0.3819
H (3.502, -4.954, 1.586)  0.4725
H (-2.378, -3.268, -3.125)  0.4148
H (-0.972, 5.594, -2.548)  0.4673
H (4.409, 4.297, 2.167)  0.3161
H (-5.404, -1.805, -0.706)  0.3769
H (4.267, 1.518, -3.741)  0.4219
H (2.846, 2.657, 1.854)  0.3666
H (-2.052, 4.269, 0.102)  0.1635
H (-2.789, 2.932, -0.783)  0.1000
H (1.103, 4.958, 5.050)  0.4296
H (5.287, 4.515, 3.702)  0.2366
H (2.819, -1.452, 3.988)  0.4824
H (-2.362, -3.739, -0.690)  0.5782
H (4.616, 2.921, 3.276)  0.3142
H (-2.860, 4.591, -1.436)  0.5366
H (-1.111, 4.114, 4.422)  0.4119
H (-4.104, -0.048, -1.751)  0.2098
H (-3.129, 3.861, 3.240)  0.3906
H (3.958, -3.664, 3.668)  0.3775
H (1.326, -0.626, 2.168)  0.4032
H (2.790, -4.449, -0.893)  0.3236
H (-2.767, 2.508, 4.307)  0.4688
H (1.909, -3.545, -3.029)  0.3277
H (-3.902, -3.925, 2.706)  0.4344
H (1.205, 5.278, -3.679)  0.3296
H (-3.791, 2.253, 2.877)  0.3432

## Properties
E_tot = -244267.7009 eV
Highest occupied orbital energy (alpha / beta) = -2.353 / -2.354 eV
HOMO-LUMO gap (alpha / beta) = 4.57 / 4.57 eV
Relative energy (zero: lowest compared OMol25 entry of this formula, charge and spin) = 2.2 kcal/mol
Charge = -1



Record 2
The following is a DFT calculation (the ωB97M-V functional and the def2-TZVPD basis) of a molecular structure, C36H27Co2N2O5P at a distorted geometry.

Each line ends with the Mulliken charge.
CARTESIAN COORDINATES (ANGSTROEM)
Co (-0.508, -0.059, 0.917)  0.3282
Co (0.968, 1.367, -0.186)  0.0554
P (0.855, 0.147, -1.884)  1.5167
O (1.458, 3.994, -1.264)  -0.5724
O (1.189, -0.930, 3.218)  -0.5666
O (-1.247, 0.180, 3.793)  -0.5754
O (3.285, 0.229, 1.129)  -0.6086
O (-2.132, -2.009, -0.488)  -0.4872
N (-2.520, -1.070, 2.576)  0.4569
N (-3.860, -2.858, 2.707)  -0.9706
C (0.808, 2.057, 3.736)  0.0093
C (-3.204, 0.842, -4.038)  -0.6082
C (-0.949, 2.782, 5.213)  -0.8875
C (-1.305, -0.485, 2.613)  2.0867
C (-1.398, -3.084, 3.393)  -0.8488
C (-1.217, 1.683, -2.943)  -0.4220
C (-4.589, -1.758, 2.272)  -0.8109
C (-1.446, -1.221, 0.032)  -0.0672
C (-2.719, -0.462, -3.906)  -0.6100
C (4.453, 0.869, -3.730)  -0.6734
C (1.146, -1.664, -1.876)  0.0493
C (2.296, 0.657, 0.684)  -0.0551
C (3.460, 0.514, -2.811)  -0.4109
C (-1.271, 1.362, 1.735)  2.2736
C (1.352, 2.678, 6.006)  -0.4879
C (1.351, -2.348, -0.670)  -0.1904
C (1.236, -2.367, -3.088)  -0.5045
C (0.011, 3.047, 6.194)  -0.4104
C (1.755, 1.086, -4.436)  -0.1218
C (2.104, 0.628, -3.159)  0.3357
C (-0.818, 1.743, 0.533)  -2.5846
C (2.753, 1.439, -5.353)  -0.6286
C (-1.582, 1.468, 3.159)  -0.2038
C (1.745, 2.207, 4.753)  -0.7195
C (-3.775, -0.632, 2.196)  -0.0709
C (0.541, -0.656, 2.273)  -0.4944
C (4.101, 1.331, -5.003)  -0.4901
C (1.620, -4.431, -1.879)  -0.5856
C (-1.493, -0.700, -3.276)  -0.7067
C (1.447, -3.749, -3.088)  -0.7274
C (-2.452, 1.914, -3.556)  -0.6899
C (1.589, -3.728, -0.673)  -0.8166
C (-0.548, 2.242, 3.989)  0.2026
C (1.275, 2.943, -0.812)  0.0559
C (-0.731, 0.373, -2.799)  0.1713
C (-2.613, -2.443, 2.902)  0.7965
H (-0.657, -3.217, 2.585)  -0.0029
H (5.502, 0.780, -3.446)  0.3720
H (1.131, -1.830, -4.034)  0.4948
H (-2.629, 1.690, 3.431)  0.3983
H (-3.293, -1.306, -4.287)  0.3627
H (1.785, -5.509, -1.876)  0.3484
H (0.706, 1.166, -4.722)  0.2563
H (-1.124, -1.719, -3.178)  0.4217
H (1.333, -1.801, 0.286)  0.2281
H (-4.166, 1.023, -4.517)  0.3229
H (-0.942, -2.449, 4.174)  0.1811
H (1.744, -4.245, 0.276)  0.4024
H (-0.302, 3.451, 7.151)  0.3461
H (-3.985, 0.424, 1.982)  0.3682
H (-2.017, 2.872, 5.414)  0.2849
H (-0.631, 2.528, -2.566)  0.3237
H (2.764, 1.869, 4.585)  0.4250
H (2.467, 1.795, -6.343)  0.3718
H (-1.663, -4.057, 3.822)  0.4546
H (3.738, 0.145, -1.819)  0.3403
H (-2.815, 2.939, -3.648)  0.3949
H (1.154, 1.696, 2.768)  0.1971
H (-5.633, -1.799, 2.016)  0.4219
H (2.089, 2.758, 6.825)  0.3246
H (-1.331, 2.347, -0.233)  0.5394
H (4.877, 1.604, -5.718)  0.3281
H (1.478, -4.288, -4.034)  0.3635

## Properties
E_tot = -135522.9823 eV
Highest occupied orbital energy = 0.284 eV
HOMO-LUMO gap = 4.28 eV
Relative energy (zero: lowest compared OMol25 entry of this formula, charge and spin) = 52.6 kcal/mol
Charge = -2



Record 3
The following is a DFT calculation (the ωB97M-V functional and the def2-TZVPD basis) of a molecular structure, C36H27CrN6O5PSSe2.

Each line ends with the Mulliken charge.
CARTESIAN COORDINATES (ANGSTROEM)
Se (5.397, 2.466, -2.654)  -0.0209
Se (0.548, 1.846, -4.921)  -0.2768
Cr (1.383, 0.094, -0.361)  -0.1229
S (1.381, -2.083, -1.480)  -0.6414
P (-1.061, 0.832, -0.233)  2.6988
O (-0.961, -1.341, 0.320)  0.1452
O (1.544, 1.586, 2.889)  -0.8930
O (2.991, 2.352, 0.838)  -0.5875
O (1.511, -2.737, 1.677)  -0.5907
O (-2.817, -2.564, 0.025)  -0.8359
N (6.544, 1.314, -1.855)  -1.0225
N (1.135, 0.791, -2.223)  -0.6173
N (1.809, 2.117, 0.148)  0.8310
N (3.917, 1.704, -1.950)  -0.3709
N (1.332, -0.417, 1.730)  1.1536
N (3.474, -0.112, -0.509)  0.8351
C (1.374, 3.172, -0.392)  -1.3105
C (-0.450, -6.018, 0.015)  -0.6129
C (1.312, -4.698, -0.949)  -0.7450
C (-3.486, 0.670, -1.751)  0.0235
C (-1.127, 2.690, -0.626)  0.4720
C (0.019, 3.454, -0.909)  0.7723
C (-2.063, 0.945, 1.293)  0.7453
C (0.816, -5.927, -0.554)  -0.6551
C (-2.346, 3.366, -0.696)  -0.4407
C (-2.162, 0.263, -1.601)  1.1734
C (-2.464, 4.656, -1.189)  -0.8709
C (0.915, 1.206, -3.285)  0.3521
C (-0.691, -3.611, -0.212)  0.4008
C (0.586, -0.315, 3.995)  -0.6137
C (-3.170, 0.128, 1.514)  -0.4913
C (-1.587, -2.422, 0.051)  0.0321
C (0.254, -1.689, 3.449)  -0.7455
C (-1.691, 1.872, 2.263)  -0.2440
C (-1.334, 5.342, -1.609)  -0.8434
C (5.783, 0.474, -1.159)  0.7333
C (-1.188, -4.856, 0.167)  -0.7321
C (-0.100, 4.752, -1.417)  -0.7202
C (-2.419, -1.098, -3.580)  -1.2845
C (6.268, -0.592, -0.387)  -0.6561
C (1.077, -1.729, 2.175)  -0.0613
C (-3.538, 1.196, 3.647)  -0.7541
C (-3.731, -0.679, -3.725)  -0.6704
C (3.998, -1.139, 0.193)  -0.3248
C (-2.421, 1.993, 3.439)  -0.6854
C (0.587, -3.507, -0.789)  0.5478
C (-1.647, -0.644, -2.522)  -0.1227
C (1.205, 0.398, 2.800)  0.2816
C (5.351, -1.397, 0.284)  -1.2304
C (-4.267, 0.202, -2.797)  -0.9666
C (4.328, 0.697, -1.214)  0.5104
C (-3.907, 0.265, 2.683)  -0.8003
H (-4.113, 1.289, 4.562)  0.3499
H (1.320, -0.339, 4.802)  0.3105
H (-0.267, 0.271, 4.334)  0.2017
H (-1.407, 6.338, -2.027)  0.3691
H (2.026, 4.038, -0.313)  0.3799
H (2.694, 2.046, 1.731)  0.4511
H (-4.765, -0.377, 2.846)  0.4299
H (-1.980, -1.791, -4.287)  0.4528
H (-0.817, 2.498, 2.115)  0.1612
H (7.337, -0.766, -0.341)  0.3816
H (1.425, -6.815, -0.688)  0.3441
H (3.284, -1.786, 0.681)  0.3217
H (-0.851, -6.973, 0.334)  0.3529
H (-3.952, 1.333, -1.038)  0.1269
H (2.300, -4.629, -1.389)  0.4286
H (5.672, -2.246, 0.874)  0.4154
H (0.520, -2.529, 4.088)  0.5277
H (-3.442, 5.121, -1.244)  0.4053
H (-2.188, -4.880, 0.583)  0.3994
H (-3.409, -0.651, 0.796)  0.2132
H (-0.633, -1.009, -2.414)  -0.0269
H (-5.298, 0.528, -2.879)  0.3901
H (-4.336, -1.041, -4.548)  0.3590
H (-3.238, 2.876, -0.335)  0.2074
H (0.806, 5.304, -1.639)  0.4643
H (-0.795, -1.782, 3.159)  0.0061
H (-2.106, 2.709, 4.190)  0.4302

## Properties
E_tot = -236190.1689 eV
2S+1 = 5
Highest occupied orbital energy (alpha / beta) = -0.730 / -2.237 eV
HOMO-LUMO gap (alpha / beta) = 4.97 / 6.46 eV
Relative energy (zero: lowest compared OMol25 entry of this formula, charge and spin) = 19.7 kcal/mol
Charge = -2
Expectation value of S² = 6.088